{
  "formula": "C26H47BrN2O37S9",
  "method": "ωB97M-V with the def2-TZVPD basis set",
  "homo_lumo_gap_ev": 9.69,
  "smiles": "COCCC[C@H](C#N)[C@@H](Br)C#N.O=S1(=O)OCCO1.O=S1(=O)OCCO1.O=S1(=O)OCCO1.O=S1(=O)OCCO1.O=S1(=O)OCCO1.O=S1(=O)OCCO1.O=S1(=O)OCCO1.O=S1(=O)OCCO1.O=S1(=O)OCCO1",
  "multiplicity": 1,
  "lumo_energy_ev": 0.11,
  "species": ["C", "O", "C", "C", "C", "C", "C", "N", "C", "Br", "C", "N", "H", "H", "H", "H", "H", "H", "H", "H", "H", "H", "H", "C", "C", "O", "S", "O", "O", "O", "H", "H", "H", "H", "C", "C", "O", "S", "O", "O", "O", "H", "H", "H", "H", "C", "C", "O", "S", "O", "O", "O", "H", "H", "H", "H", "C", "C", "O", "S", "O", "O", "O", "H", "H", "H", "H", "C", "C", "O", "S", "O", "O", "O", "H", "H", "H", "H", "C", "C", "O", "S", "O", "O", "O", "H", "H", "H", "H", "C", "C", "O", "S", "O", "O", "O", "H", "H", "H", "H", "C", "C", "O", "S", "O", "O", "O", "H", "H", "H", "H", "C", "C", "O", "S", "O", "O", "O", "H", "H", "H", "H"],
  "positions_angstrom": [[-3.674836, 0.623939, 1.259963], [-3.402528, -0.661290, 1.803863], [-2.133512, -1.167516, 1.416166], [-1.040321, -1.041359, 2.564500], [0.373552, -0.876000, 1.901178], [0.454040, 0.572735, 1.277411], [0.850091, 0.435708, -0.204003], [1.054192, 0.242201, -1.291063], [1.487208, 1.548943, 1.969154], [1.686816, 1.286165, 3.893669], [2.827250, 1.556632, 1.216168], [3.863936, 1.676764, 0.801839], [-4.780554, 0.713968, 1.113206], [-3.183415, 0.799416, 0.266919], [-3.396717, 1.460283, 1.953557], [-1.769551, -0.764762, 0.439867], [-2.271660, -2.268974, 1.258607], [-1.142974, -1.959282, 3.177803], [-1.245490, -0.100687, 3.133362], [1.229443, -1.152322, 2.549256], [0.399408, -1.590811, 1.036738], [-0.561649, 1.022616, 1.316437], [1.088684, 2.582931, 1.833568], [5.202852, 0.427534, 6.916552], [4.875672, -0.374668, 8.159175], [3.832729, 0.360210, 8.805333], [2.926678, 1.091959, 7.688501], [1.780874, 0.284057, 7.439029], [2.837952, 2.469431, 8.016081], [3.944430, 0.915693, 6.444872], [5.834101, 1.287263, 7.154293], [5.687192, -0.175915, 6.151108], [5.732802, -0.486320, 8.820158], [4.484244, -1.362486, 7.901411], [-2.776662, -1.797274, 7.311827], [-2.088673, -3.144332, 7.268040], [-3.051534, -4.032605, 6.681992], [-3.947886, -3.211253, 5.625208], [-3.420119, -3.428495, 4.321998], [-5.317578, -3.423329, 5.938493], [-3.529591, -1.726008, 6.094714], [-3.475288, -1.735498, 8.150097], [-2.067363, -0.973518, 7.371374], [-1.795228, -3.491978, 8.254784], [-1.215586, -3.119916, 6.619234], [1.351322, 3.381850, -2.488892], [2.845539, 3.186630, -2.625410], [3.366661, 4.505183, -2.841686], [2.455600, 5.572201, -2.047122], [3.085191, 5.869432, -0.807288], [2.055499, 6.585990, -2.961376], [1.199283, 4.609767, -1.754977], [0.877734, 3.506657, -3.466499], [0.876924, 2.560374, -1.958789], [3.104457, 2.529153, -3.452510], [3.282378, 2.796990, -1.701808], [-0.198958, 0.791584, -7.538427], [-0.466352, -0.092599, -6.337114], [-0.188672, 0.738942, -5.204170], [-0.562879, 2.262741, -5.569526], [-1.858779, 2.546588, -5.058108], [0.568720, 3.081773, -5.283912], [-0.673874, 2.087277, -7.163437], [0.873432, 0.868101, -7.743629], [-0.713481, 0.441770, -8.431746], [0.160282, -0.979471, -6.326299], [-1.516379, -0.390139, -6.290365], [1.667438, 6.335796, -8.951433], [2.609141, 5.777569, -7.904021], [2.029070, 4.526834, -7.520949], [1.276116, 3.877603, -8.784876], [2.143621, 2.925971, -9.391362], [-0.055049, 3.550291, -8.394464], [1.245445, 5.200676, -9.714643], [0.783897, 6.784783, -8.490832], [2.151496, 7.068513, -9.594271], [2.710381, 6.433657, -7.041979], [3.597272, 5.577163, -8.325867], [-4.203058, -7.005379, 10.065044], [-4.202783, -6.535178, 11.505573], [-2.992462, -5.784272, 11.642896], [-2.654527, -5.063933, 10.240329], [-3.125907, -3.724290, 10.296934], [-1.318997, -5.393577, 9.876737], [-3.663871, -5.912361, 9.317783], [-3.546391, -7.868221, 9.929413], [-5.201899, -7.252325, 9.710702], [-4.225265, -7.360941, 12.213453], [-5.042144, -5.864038, 11.704031], [2.006306, -3.306091, -9.980741], [1.470924, -1.887724, -9.975359], [0.057519, -2.032241, -9.803753], [-0.237181, -3.335054, -8.895481], [-0.432694, -2.909222, -7.551729], [-1.167795, -4.157297, -9.577983], [1.226478, -4.002360, -9.003521], [1.847508, -3.786445, -10.949061], [3.063229, -3.349121, -9.724850], [1.693315, -1.354201, -10.896934], [1.859901, -1.320855, -9.125069], [-3.212735, 5.549570, -8.346573], [-2.525935, 4.794807, -9.466653], [-3.589403, 4.358832, -10.320946], [-4.779245, 5.447174, -10.283524], [-4.644209, 6.302400, -11.410922], [-5.991527, 4.775773, -9.975467], [-4.285812, 6.256557, -8.977331], [-3.640721, 4.864016, -7.611221], [-2.542256, 6.244629, -7.844358], [-1.950729, 3.947767, -9.104128], [-1.874389, 5.454388, -10.047373], [2.583969, -4.423315, 9.450460], [2.692003, -5.666753, 8.590081], [1.916255, -5.373368, 7.425711], [2.008569, -3.796377, 7.108046], [3.003470, -3.598699, 6.112435], [0.690306, -3.283577, 6.987003], [2.617116, -3.329124, 8.527351], [1.630777, -4.391566, 9.983645], [3.401065, -4.343207, 10.165138], [2.311412, -6.554077, 9.091237], [3.723909, -5.842220, 8.274322]],
  "forces_ev_per_angstrom": [[-0.690, 0.717, -0.014], [0.569, 0.549, -0.903], [0.553, -1.227, 0.713], [-0.089, 0.607, -0.939], [-0.860, -0.721, -0.828], [0.993, -0.615, -0.635], [-1.585, 0.691, 5.038], [0.767, -0.495, -3.341], [0.297, 0.692, -1.686], [0.013, 0.024, -0.671], [-4.381, -0.263, 3.166], [3.041, 0.211, -1.549], [0.880, -0.187, 0.096], [-0.324, -0.270, 0.763], [0.060, -0.660, -0.416], [-0.374, 0.064, 0.646], [0.055, 0.863, 0.007], [0.282, 0.833, -0.030], [-0.001, -0.956, -0.020], [-0.557, 0.515, -0.278], [0.135, 0.466, 0.753], [0.731, -0.158, -0.063], [0.426, -0.761, 0.274], [0.521, 0.228, 0.167], [-0.036, -0.598, -0.309], [-0.064, 0.551, -0.311], [0.507, -0.392, -0.045], [0.097, 0.423, -0.076], [-0.258, -0.229, 0.037], [-0.477, -0.250, 0.493], [0.009, -0.042, 0.000], [-0.243, 0.050, -0.104], [-0.160, 0.190, 0.144], [0.066, 0.009, -0.023], [-0.163, -0.071, 0.680], [0.516, 0.366, -0.381], [-0.755, 0.345, -0.074], [0.549, 0.204, 0.481], [-0.339, 0.053, 0.047], [0.136, -0.154, -0.275], [0.087, -0.557, -0.353], [0.042, -0.006, 0.000], [-0.075, 0.004, -0.261], [-0.120, -0.082, -0.209], [-0.354, 0.042, 0.103], [-0.305, -0.182, -0.685], [-0.010, -0.468, 0.605], [-0.510, 0.510, -0.074], [-0.144, -0.818, -0.115], [-0.199, 0.292, -0.174], [0.274, 0.068, 0.212], [0.711, 0.337, 0.251], [0.260, 0.044, 0.564], [0.028, 0.207, 0.167], [0.046, 0.260, -0.110], [-0.002, -0.047, -0.056], [0.389, -0.299, -0.064], [-0.453, -0.286, -0.228], [0.337, 0.737, -0.135], [-0.269, -1.096, -0.696], [0.332, 0.429, 0.053], [-0.427, -0.123, -0.320], [-1.410, -2.558, 3.024], [-0.013, -0.004, -0.027], [-0.110, 0.202, 0.058], [0.046, 0.139, 0.253], [0.058, -0.060, -0.060], [-0.207, 0.390, 0.351], [0.523, 0.195, -0.286], [-0.653, -0.121, -0.411], [0.253, 1.051, 0.149], [-0.452, -0.136, 0.003], [1.961, 2.161, -2.285], [0.357, -0.491, 0.184], [0.055, 0.026, 0.012], [-0.050, -0.199, -0.154], [-0.155, -0.242, 0.128], [-0.020, 0.068, 0.002], [0.129, -0.563, 0.124], [-0.617, 0.159, -0.013], [0.404, -0.056, -0.553], [-0.739, -0.695, 0.202], [0.381, -0.058, -0.172], [-0.030, 0.384, 0.172], [0.177, 0.491, 0.469], [-0.044, 0.001, 0.023], [0.068, 0.225, -0.145], [0.267, 0.105, 0.036], [-0.012, -0.066, -0.014], [0.086, -0.016, -0.564], [0.433, 0.185, 0.337], [-0.105, -0.562, 0.014], [0.461, 0.020, -0.335], [-0.117, -0.238, -0.176], [-0.077, 0.220, 0.267], [-0.369, 0.504, 0.254], [0.024, 0.045, 0.011], [-0.121, -0.111, 0.204], [-0.272, -0.023, -0.006], [0.074, -0.010, -0.060], [0.047, -0.471, 0.350], [0.361, 0.284, -0.043], [-0.622, 0.245, 0.323], [0.504, -0.093, 0.265], [-0.293, -0.058, 0.157], [0.083, 0.108, -0.287], [0.064, -0.111, -0.591], [0.067, 0.009, 0.001], [-0.173, 0.147, -0.108], [-0.338, -0.012, -0.203], [0.037, -0.019, 0.055], [-0.425, -0.258, 0.433], [0.581, -0.053, 0.104], [-0.318, 0.610, 0.115], [0.324, -0.404, 0.439], [-0.259, 0.286, 0.066], [0.728, -0.089, -0.218], [0.114, -0.247, -0.557], [0.026, -0.043, -0.015], [0.048, 0.198, -0.173], [-0.209, 0.056, -0.194], [-0.013, -0.013, 0.062]],
  "mulliken_charge": [-0.666, -0.381, -0.684, -0.198, -1.111, 0.787, -0.300, -0.467, 0.071, -0.111, 0.115, -0.458, 0.229, 0.303, 0.233, 0.483, 0.318, 0.200, 0.247, 0.493, 0.396, 0.156, 0.411, -0.363, -0.079, -0.294, 1.035, -0.395, -0.583, -0.275, 0.278, 0.337, 0.340, 0.013, -0.296, 0.206, -0.289, 1.170, -0.513, -0.604, -0.364, 0.259, 0.346, -0.106, 0.353, 0.862, -0.189, -0.369, 1.138, -0.559, -0.557, -0.397, -0.198, -0.045, 0.301, 0.187, -0.349, -0.431, -0.334, 1.093, -0.692, -0.669, 0.017, 0.269, 0.308, 0.319, 0.320, -0.311, -0.396, -0.231, 0.919, -0.615, -0.440, -0.331, 0.217, 0.350, 0.367, 0.287, -0.331, -0.408, -0.308, 1.072, -0.541, -0.496, -0.229, 0.287, 0.310, 0.325, 0.292, -0.331, -0.259, -0.280, 1.103, -0.515, -0.539, -0.315, 0.290, 0.309, 0.352, 0.203, -0.273, 0.332, -0.328, 1.113, -0.555, -0.531, -0.358, 0.354, 0.293, -0.146, 0.186, -0.254, -0.449, -0.298, 0.967, -0.628, -0.397, -0.310, 0.217, 0.340, 0.337, 0.312]
}